# 1
This record from OMol25 describes a molecular structure, C38H33BrGeKNOS. The level of theory is the ωB97M-V functional and the def2-TZVPD basis.

Spin multiplicity   1
Net charge   -2
F_max   0.6 eV/A
LUMO level (alpha / beta)   3.57 / 3.57 eV
Calculated total energy   -197192.2176 eV
ΔE to the lowest compared entry with this formula, charge and spin   25.7 kJ/mol
HOMO level (alpha / beta)   0.13 / 0.85 eV

Geometry as XYZ:
```
77
C38H33BrGeKNOS the ωB97M-V functional and the def2-TZVPD basis
K -0.34 -0.05 -0.58
C 2.29 -0.57 -0.01
Ge 3.10 0.92 0.78
C 2.94 2.81 0.04
C 3.91 3.38 -0.79
C 3.70 4.61 -1.42
C 2.52 5.30 -1.23
C 1.53 4.75 -0.41
C 1.75 3.52 0.20
C 5.09 0.92 1.25
C 5.76 -0.30 1.26
C 7.09 -0.41 1.65
C 7.80 0.72 2.04
C 7.16 1.95 2.04
C 5.82 2.05 1.65
C 2.48 1.17 2.69
C 2.26 0.02 3.45
C 1.93 0.09 4.80
C 1.75 1.32 5.42
C 1.95 2.48 4.67
C 2.32 2.40 3.34
H 4.85 2.86 -0.96
H 4.48 5.02 -2.06
H 2.35 6.26 -1.71
H 0.59 5.27 -0.26
H 0.96 3.09 0.81
H 5.19 -1.18 0.95
H 7.58 -1.38 1.65
H 8.83 0.64 2.34
H 7.70 2.84 2.35
H 5.34 3.02 1.67
H 2.40 -0.95 2.97
H 1.82 -0.82 5.38
H 1.48 1.38 6.47
H 1.82 3.45 5.14
H 2.50 3.32 2.79
O -1.71 -2.15 -0.04
S -1.97 -2.43 1.40
C -2.89 -0.97 1.99
C -3.10 -0.95 3.47
C -2.53 0.07 4.23
C -2.68 0.09 5.61
C -3.40 -0.91 6.25
C -3.98 -1.92 5.50
C -3.83 -1.94 4.12
C -0.40 -2.17 2.32
C -0.40 -3.04 3.54
C -0.37 -2.50 4.82
C -0.39 -3.33 5.94
C -0.44 -4.71 5.79
C -0.47 -5.25 4.51
C -0.45 -4.43 3.40
H -3.82 -1.00 1.43
H -2.33 -0.09 1.66
H -1.95 0.85 3.74
H -2.23 0.89 6.19
H -3.52 -0.90 7.32
H -4.54 -2.71 5.99
H -4.27 -2.74 3.54
H -0.26 -1.11 2.55
H 0.39 -2.44 1.61
H -0.33 -1.43 4.95
H -0.36 -2.89 6.93
H -0.46 -5.35 6.66
H -0.51 -6.33 4.38
H -0.47 -4.86 2.41
Br -5.39 6.06 -1.13
C -3.77 4.47 -0.20
C -4.32 3.29 0.26
C -3.62 2.10 0.10
N -2.43 2.00 -0.51
C -1.93 3.14 -0.98
C -2.56 4.38 -0.87
H -5.29 3.27 0.75
H -4.05 1.17 0.48
H -0.95 3.08 -1.46
H -2.08 5.25 -1.29
```

Charges in e, computed with Mulliken, in the same order as the atoms: 0.525, -1.302, 1.505, -0.078, -0.365, -0.591, -0.418, -0.735, -0.581, -0.283, -0.518, -0.451, -0.307, -0.633, 0.038, -0.190, -0.567, -0.425, -0.372, -0.709, -0.181, 0.355, 0.356, 0.366, 0.422, 0.720, 0.313, 0.378, 0.324, 0.358, 0.284, 0.369, 0.484, 0.380, 0.387, 0.357, -0.755, 0.445, -0.932, 0.444, -0.336, -0.570, -0.431, -0.682, -0.161, -0.869, 0.172, 0.045, -1.206, -0.489, -0.689, -0.383, 0.673, 0.028, 0.450, 0.406, 0.396, 0.386, 0.379, 0.091, 0.553, 1.141, 0.432, 0.390, 0.382, 0.428, -0.650, -0.459, -0.412, -0.066, -0.163, -0.425, -0.277, 0.355, 0.256, 0.491, 0.400

---

# 2
This record from OMol25 describes a molecular structure, C38H33ClIN7O7Ru. The level of theory is the ωB97M-V functional and the def2-TZVPD basis.

Spin multiplicity   2
Net charge   -1
F_max   1.7 eV/A
LUMO level (alpha / beta)   1.20 / 1.20 eV
Calculated total energy   -87906.5275 eV
ΔE to the lowest compared entry with this formula, charge and spin   0.0 kJ/mol
HOMO level (alpha / beta)   -4.34 / -4.26 eV

Geometry as XYZ:
```
88
C38H33ClIN7O7Ru the ωB97M-V functional and the def2-TZVPD basis
Ru 0.58 0.12 0.64
C -1.64 -1.47 3.96
C -1.20 -0.17 4.64
C -0.43 0.77 3.69
N 0.58 0.07 2.90
C 1.64 -0.37 3.46
C 1.98 -0.15 4.85
C 2.65 -0.98 5.70
C 3.29 -2.21 5.41
C 3.65 -2.63 4.15
C 3.47 -2.02 2.90
C 2.59 -0.98 2.53
N 2.48 -0.47 1.32
C 3.43 -0.89 0.31
C 2.99 -2.19 -0.36
C 1.77 -1.99 -1.22
N 0.59 -1.64 -0.43
C -0.57 -2.10 -0.84
C -0.76 -2.60 -2.16
C -1.77 -3.36 -2.73
C -2.88 -3.93 -2.14
C -3.31 -3.69 -0.83
C -2.84 -2.79 0.10
C -1.69 -1.92 0.11
N -1.52 -0.97 0.98
C -2.66 -0.56 1.79
C -2.89 -1.31 3.10
H -1.83 -2.23 4.72
H -0.83 -1.83 3.33
H -0.55 -0.42 5.48
H -2.07 0.37 5.03
H 0.03 1.58 4.27
H -1.11 1.25 2.99
H 1.57 0.75 5.28
H 2.68 -0.67 6.74
H 3.59 -2.83 6.25
H 4.23 -3.55 4.12
H 4.01 -2.48 2.09
H 4.42 -1.02 0.75
H 3.50 -0.10 -0.44
H 2.77 -2.94 0.40
H 3.80 -2.57 -0.99
H 1.58 -2.92 -1.76
H 1.98 -1.20 -1.94
H 0.01 -2.29 -2.86
H -1.65 -3.55 -3.80
H -3.48 -4.61 -2.74
H -4.18 -4.25 -0.52
H -3.43 -2.76 1.00
H -3.58 -0.64 1.20
H -2.53 0.50 2.00
H -3.27 -2.31 2.90
H -3.66 -0.77 3.66
Cl -3.53 5.89 -0.41
C -2.32 4.73 0.10
C -1.43 5.08 1.07
C -0.44 4.17 1.50
I 0.92 4.72 2.98
C -0.34 2.89 0.97
O 0.54 2.04 1.36
C -1.30 2.53 -0.03
N -1.23 1.26 -0.51
C -2.04 0.89 -1.46
C -3.00 1.75 -2.02
C -3.12 3.02 -1.53
C -2.27 3.45 -0.49
H -1.48 6.07 1.51
H -1.97 -0.14 -1.80
H -3.63 1.40 -2.83
H -3.85 3.70 -1.94
O 1.08 3.10 -1.48
C 1.26 1.95 -1.87
O 1.46 0.87 -1.21
C 1.24 1.74 -3.37
C 1.94 2.59 -4.20
C 1.88 2.41 -5.56
C 1.10 1.42 -6.14
C 0.40 0.59 -5.29
C 0.47 0.72 -3.92
N -0.45 -0.47 -5.88
O -1.03 -1.21 -5.13
O -0.51 -0.53 -7.09
N 2.67 3.29 -6.46
O 2.51 3.18 -7.65
O 3.43 4.08 -5.94
H 2.54 3.39 -3.79
H 1.04 1.31 -7.21
H -0.08 0.04 -3.28
```

Charges in e, computed with Mulliken, in the same order as the atoms: -0.591, -0.697, -0.838, -1.119, 0.449, 0.630, -1.250, -0.165, -0.662, -0.798, -0.748, 1.662, -0.044, -1.813, -0.920, -0.578, 0.225, 0.894, 0.018, -0.654, -0.839, -0.763, -0.835, 0.966, 1.362, -2.006, -1.000, 0.484, 0.116, 0.411, 0.589, 0.623, -0.089, 0.478, 0.365, 0.318, 0.303, 0.232, 0.633, 0.652, 0.436, 0.461, 0.828, -0.089, 0.341, 0.367, 0.312, 0.335, -0.011, 0.768, 0.360, 0.338, 0.505, -0.312, 0.529, -0.375, -0.169, -0.051, 0.517, -0.533, -0.418, 1.446, -0.678, -1.270, -1.369, 0.419, 0.440, 0.390, 0.540, 0.401, -0.632, -0.585, 0.120, 0.377, -0.312, -0.328, -0.482, -0.602, 0.923, 1.011, -0.574, -0.662, 1.031, -0.631, -0.616, 0.586, 0.617, 0.297

---

# 3
This record from OMol25 describes a molecular structure, C38H33FeN11S2. The level of theory is the ωB97M-V functional and the def2-TZVPD basis.

Spin multiplicity   6
Net charge   +3
F_max   3.2 eV/A
LUMO level (alpha / beta)   -8.79 / -10.25 eV
Calculated total energy   -112367.6616 eV
ΔE to the lowest compared entry with this formula, charge and spin   0.0 kJ/mol
HOMO level (alpha / beta)   -15.03 / -15.03 eV

Geometry as XYZ:
```
85
C38H33FeN11S2 the ωB97M-V functional and the def2-TZVPD basis
Fe -0.40 1.11 0.50
C 1.83 3.58 -0.65
C 2.02 3.22 0.80
C 3.06 3.78 1.42
C 3.34 3.42 2.74
C 2.45 2.53 3.38
C 1.38 2.04 2.67
N 1.19 2.29 1.36
C 0.31 1.18 3.26
C 0.19 0.85 4.61
C -0.85 0.02 5.02
C -1.76 -0.43 4.08
C -1.66 -0.05 2.78
N -0.60 0.69 2.40
C -2.59 -0.45 1.68
C -3.56 -1.43 1.86
C -4.48 -1.63 0.82
C -4.41 -0.78 -0.28
C -3.35 0.11 -0.43
C -3.32 0.88 -1.72
N -2.42 0.23 0.53
H 0.89 4.15 -0.77
H 1.76 2.66 -1.19
H 2.66 4.22 -0.95
H 3.70 4.47 0.92
H 4.21 3.85 3.31
H 2.54 2.23 4.40
H 0.90 1.25 5.33
H -0.93 -0.28 6.06
H -2.66 -0.94 4.44
H -3.54 -2.08 2.75
H -5.25 -2.39 0.95
H -5.11 -0.91 -1.10
H -4.35 1.25 -2.01
H -2.99 0.21 -2.52
H -2.63 1.73 -1.74
S -0.70 -3.87 3.79
C -0.70 -5.42 4.50
C -0.47 -6.39 3.58
C -0.32 -5.84 2.27
C -0.35 -4.48 2.21
C -0.09 -3.52 1.09
C 0.15 -2.14 1.31
N 0.12 -1.20 0.37
C 0.04 -1.56 -0.92
C -0.06 -2.91 -1.26
C -0.14 -3.28 -2.67
C -0.02 -2.33 -3.63
C 0.10 -0.93 -3.28
C 0.09 0.12 -4.22
C 0.09 1.48 -3.89
C -0.08 1.69 -2.52
N -0.13 0.75 -1.59
C 0.04 -0.54 -1.96
C -0.05 2.56 -4.85
C 0.06 2.50 -6.22
C -0.01 3.81 -6.80
C -0.20 4.78 -5.91
S -0.31 4.21 -4.31
C -0.11 -3.88 -0.22
H -0.82 -5.51 5.57
H -0.38 -7.45 3.78
H -0.04 -6.48 1.43
H 0.32 -1.78 2.32
H -0.26 -4.33 -2.94
H 0.02 -2.60 -4.68
H 0.01 -0.13 -5.29
H -0.27 2.68 -2.19
H 0.26 1.57 -6.69
H 0.03 3.91 -7.89
H -0.39 5.83 -6.11
H -0.34 -4.90 -0.58
N -1.53 2.90 0.07
H -2.51 2.69 0.19
H -1.42 3.31 -0.88
H -1.29 3.64 0.70
N 4.48 -1.70 1.87
N 3.97 -0.99 0.79
N 4.52 -1.05 -0.39
C 3.71 -0.33 -1.13
N 2.67 0.13 -0.38
N 2.87 -0.30 0.85
H 5.32 -2.14 1.51
H 4.69 -1.05 2.61
H 3.89 -0.11 -2.16
```

Charges in e, computed with Mulliken, in the same order as the atoms: 0.487, -1.217, 0.722, -1.028, -0.864, -1.089, 0.422, 0.471, 0.914, -0.669, -1.220, -0.365, 0.688, 1.236, 0.232, -0.872, -0.884, -0.994, 0.954, -1.367, 0.401, 0.167, -0.059, 0.599, 0.554, 0.434, 0.542, 0.497, 0.519, 0.549, 0.391, 0.508, 0.523, 0.553, 0.342, 0.011, 0.082, -0.494, -0.604, -0.437, 0.039, -0.192, -0.579, 1.012, -0.603, 0.968, -1.156, -1.209, 0.917, -1.081, 0.311, -0.409, 2.155, -0.559, 0.368, -0.573, -0.654, -0.369, -0.081, -0.869, 0.441, 0.439, 0.399, 0.840, 0.471, 0.539, 0.400, -0.503, 0.434, 0.421, 0.461, 0.440, -0.571, 0.350, 0.009, 0.349, -0.628, 0.799, -0.976, -0.334, 0.057, -0.003, 0.348, 0.254, 0.497

---

# 4
This record from OMol25 describes a molecular structure, C38H33N2ORuS2Se2. The level of theory is the ωB97M-V functional and the def2-TZVPD basis.

Spin multiplicity   2
Net charge   0
F_max   0.7 eV/A
LUMO level (alpha / beta)   -0.73 / -0.74 eV
Calculated total energy   -199912.3638 eV
ΔE to the lowest compared entry with this formula, charge and spin   24.6 kJ/mol
HOMO level (alpha / beta)   -6.47 / -6.02 eV

Geometry as XYZ:
```
79
C38H33N2ORuS2Se2 the ωB97M-V functional and the def2-TZVPD basis
Ru -0.63 0.09 -0.11
S 0.56 -1.75 6.64
C 1.41 -0.57 7.53
C 1.75 0.49 6.75
C 1.31 0.34 5.40
C 0.64 -0.83 5.18
C 0.01 -1.33 3.96
C 0.04 -0.59 2.77
N -0.51 -1.00 1.63
C -1.19 -2.18 1.64
C -1.26 -3.00 2.77
C -1.97 -4.25 2.69
C -2.58 -4.64 1.56
C -2.54 -3.81 0.39
C -3.16 -4.14 -0.83
C -3.08 -3.28 -1.91
C -2.37 -2.08 -1.73
N -1.78 -1.75 -0.60
C -1.86 -2.59 0.45
C -3.69 -3.57 -3.21
C -3.68 -2.81 -4.34
C -4.37 -3.40 -5.42
C -4.91 -4.60 -5.10
S -4.58 -5.03 -3.48
C -0.63 -2.56 3.94
H 1.62 -0.73 8.57
H 2.29 1.35 7.11
H 1.52 1.11 4.68
H 0.53 0.38 2.73
H -2.00 -4.87 3.58
H -3.11 -5.58 1.51
H -3.70 -5.08 -0.90
H -2.26 -1.36 -2.53
H -3.18 -1.85 -4.40
H -4.47 -2.94 -6.40
H -5.49 -5.26 -5.72
H -0.67 -3.18 4.83
C -1.10 0.91 -5.22
Se -1.01 1.04 -3.27
C 0.95 1.18 -3.30
C 1.64 -0.17 -3.28
Se 1.40 -0.98 -1.52
C 1.84 -2.83 -1.95
H -0.73 1.83 -5.66
H -2.13 0.76 -5.51
H -0.50 0.06 -5.57
H 1.25 1.80 -2.46
H 1.18 1.71 -4.22
H 2.71 -0.07 -3.44
H 1.23 -0.84 -4.04
H 2.87 -2.89 -2.30
H 1.16 -3.23 -2.70
H 1.74 -3.39 -1.03
O -2.12 0.93 0.18
C 2.12 6.62 -1.04
C 0.74 6.55 -1.00
C 0.11 5.33 -0.80
C 0.85 4.16 -0.61
C 2.24 4.25 -0.69
C 2.87 5.46 -0.90
C 0.14 2.87 -0.44
C 0.51 1.77 0.24
C 1.63 1.88 1.22
C 1.60 2.93 2.15
C 2.57 3.05 3.13
C 3.57 2.10 3.24
C 3.60 1.04 2.35
C 2.64 0.94 1.35
H 2.62 7.57 -1.21
H 0.14 7.44 -1.13
H -0.97 5.27 -0.77
H 2.84 3.35 -0.58
H 3.95 5.51 -0.95
H -0.80 2.83 -0.99
H 0.80 3.66 2.09
H 2.52 3.87 3.83
H 4.30 2.17 4.04
H 4.36 0.27 2.45
H 2.67 0.10 0.66
```

Charges in e, computed with Mulliken, in the same order as the atoms: -0.672, -0.250, -0.362, -0.728, -0.065, 0.538, 0.636, -0.530, 0.442, -1.010, 0.775, -1.074, -1.129, 0.802, -0.634, 0.981, -0.585, 0.576, -0.247, 0.207, -0.412, -0.568, -0.349, -0.213, -0.739, 0.451, 0.411, 0.208, 0.358, 0.432, 0.438, 0.448, -0.157, 0.525, 0.390, 0.441, 0.475, -1.199, 0.338, -0.572, -0.734, 0.272, -1.211, 0.361, 0.386, 0.316, -0.256, 0.683, 0.531, 0.343, 0.369, 0.363, 0.318, -0.762, -0.445, -0.547, -0.520, 0.511, 0.126, -0.818, -0.966, 0.419, 0.002, 0.380, -1.107, -0.524, -0.784, 0.483, 0.383, 0.396, 0.420, 0.353, 0.403, 0.511, 0.435, 0.392, 0.431, 0.440, 0.269

---

# 5
This record from OMol25 describes a molecular structure, C38H34AuF15GeN6S2Si. The level of theory is the ωB97M-V functional and the def2-TZVPD basis.

Spin multiplicity   1
Net charge   0
F_max   0.9 eV/A
LUMO level   -1.59 eV
Calculated total energy   -179416.6049 eV
ΔE to the lowest compared entry with this formula, charge and spin   22.8 kJ/mol
HOMO level   -8.06 eV

Geometry as XYZ:
```
98
C38H34AuF15GeN6S2Si the ωB97M-V functional and the def2-TZVPD basis
Au 0.34 0.03 -0.17
C -1.94 3.02 0.41
Si -0.47 2.78 1.52
C 0.30 4.45 1.90
C -1.07 1.99 3.10
N 0.75 1.76 0.75
C 2.13 1.91 0.90
C 2.66 2.43 2.10
C 4.03 2.58 2.28
C 4.92 2.19 1.29
C 4.42 1.64 0.12
C 3.05 1.51 -0.07
H -2.87 2.92 0.97
H -1.97 2.30 -0.41
H -1.93 4.02 -0.05
H -0.45 5.22 1.72
H 1.16 4.67 1.27
H 0.62 4.53 2.94
H -1.71 2.69 3.64
H -0.24 1.71 3.76
H -1.66 1.09 2.90
H 1.99 2.68 2.91
H 4.40 2.99 3.21
H 5.99 2.31 1.43
H 5.09 1.31 -0.67
H 2.68 1.10 -0.99
C 3.55 -3.68 4.25
C 4.31 -2.36 4.07
C 3.53 -1.28 3.32
C 3.36 -1.52 1.82
N 2.41 -2.59 1.49
C 1.08 -2.55 1.57
S 0.19 -1.08 1.95
N 0.42 -3.68 1.36
C -1.03 -3.84 1.37
C -1.57 -4.18 2.76
C -0.96 -5.42 3.39
C -1.25 -6.70 2.61
H 4.05 -4.32 4.98
H 3.48 -4.25 3.33
H 2.53 -3.50 4.61
H 5.26 -2.55 3.56
H 4.56 -1.97 5.06
H 4.06 -0.33 3.41
H 2.55 -1.14 3.78
H 4.30 -1.82 1.38
H 3.04 -0.61 1.33
H 2.81 -3.48 1.25
H 0.96 -4.50 1.16
H -1.26 -4.63 0.65
H -1.48 -2.92 1.00
H -2.65 -4.31 2.67
H -1.41 -3.31 3.41
H -1.34 -5.52 4.41
H 0.13 -5.29 3.49
H -2.32 -6.84 2.47
H -0.87 -7.58 3.15
H -0.78 -6.70 1.62
N 1.95 -4.26 -4.22
C 1.54 -4.00 -3.17
N 1.11 -3.78 -1.93
C 0.58 -2.70 -1.55
N 0.02 -1.78 -1.08
F 2.78 -0.52 -2.50
C 2.62 -0.66 -3.83
C 1.76 0.18 -4.51
C 1.63 -0.07 -5.87
F 0.79 0.65 -6.63
C 2.34 -1.07 -6.52
F 2.19 -1.27 -7.82
C 3.22 -1.86 -5.80
F 3.92 -2.80 -6.41
C 3.37 -1.65 -4.44
F 4.22 -2.39 -3.73
Ge 0.84 1.61 -3.53
S -0.62 0.83 -2.10
C 2.14 2.85 -2.74
C 3.51 2.80 -2.84
F 4.12 1.78 -3.47
C 4.34 3.76 -2.29
F 5.66 3.66 -2.40
C 3.78 4.84 -1.62
F 4.57 5.77 -1.10
C 2.41 4.93 -1.51
F 1.87 5.97 -0.87
C 1.62 3.95 -2.08
F 0.29 4.11 -1.97
C -0.05 2.78 -4.83
C -1.41 3.00 -4.88
F -2.24 2.38 -4.04
C -1.98 3.85 -5.81
F -3.30 4.04 -5.85
C -1.17 4.52 -6.71
F -1.70 5.34 -7.61
C 0.20 4.33 -6.68
F 0.98 4.97 -7.55
C 0.73 3.46 -5.74
F 2.06 3.28 -5.76
```

Charges in e, computed with Mulliken, in the same order as the atoms: 0.772, -1.040, 0.517, -1.107, -1.324, 1.005, 0.805, -0.018, -1.018, -1.222, -0.545, 0.634, 0.403, 0.227, 0.269, 0.500, 0.177, 0.352, 0.387, 0.306, 0.300, 0.314, 0.426, 0.464, 0.554, -1.082, -0.978, -0.804, -0.451, 0.227, -0.046, -0.327, -0.225, 0.182, -1.219, -0.554, -0.168, -1.214, 0.461, 0.190, 0.209, 0.325, 0.367, 0.370, 0.252, 0.573, -0.624, 0.420, 0.312, 0.688, 0.300, 0.465, 0.218, 0.383, 0.027, 0.283, 0.377, 0.293, -0.554, 0.485, -0.708, 0.880, -0.660, 0.058, 0.214, -0.731, 0.827, -0.307, 0.117, -0.308, 0.956, -0.335, -0.412, -0.371, 1.388, -1.172, -0.276, 0.666, -0.367, 0.285, -0.404, 0.804, -0.348, 0.184, -0.410, 0.098, -0.528, -0.309, -0.117, -0.258, 0.090, -0.297, 0.663, -0.297, 0.142, -0.302, 0.625, -0.377

---

Q: Look up the net charge of the fifth one.
A: 0